[1]
C12H25N3O3 | ωB97M-V/def2-TZVPD

LUMO level in eV: 0.453
Energy relative to the best compared isomer or geometry (same formula, charge and spin) in eV: 2.687
DFT total energy in eV: -23461.074
HOMO energy in eV: -9.114
Gap between HOMO and LUMO in hartree: 0.3516

Cartesian coordinates (Å):
C -4.91 -0.25 -0.85
C -3.58 -0.02 -0.26
C -3.69 0.53 1.15
C -2.87 -1.38 -0.31
C -1.36 -1.34 0.02
N -1.09 -1.86 1.42
C -0.78 0.06 -0.29
O -1.06 0.77 -1.18
N 0.19 0.40 0.69
C 1.11 1.45 0.46
C 1.88 1.41 -0.90
C 2.73 0.25 -1.15
C 3.93 0.17 -0.25
C 4.80 -1.14 -0.49
N 5.54 -1.28 0.75
C 0.51 2.85 0.45
O 0.90 3.72 1.10
O -0.56 3.03 -0.30
H -4.79 -0.53 -1.92
H -5.39 -1.01 -0.26
H -5.54 0.66 -0.89
H -3.12 0.60 -0.99
H -4.26 1.42 1.19
H -4.21 -0.15 1.82
H -2.64 0.76 1.60
H -2.93 -1.78 -1.30
H -3.44 -2.06 0.33
H -0.74 -2.01 -0.55
H -1.68 -1.31 2.10
H -1.45 -2.80 1.38
H 0.37 -0.31 1.40
H 1.84 1.32 1.31
H 1.01 1.41 -1.64
H 2.51 2.29 -0.81
H 2.00 -0.64 -0.96
H 2.92 0.28 -2.24
H 3.51 0.08 0.88
H 4.53 1.06 -0.32
H 4.30 -2.12 -0.54
H 5.36 -1.04 -1.44
H 4.86 -1.42 1.53
H 6.23 -2.14 0.85
H -0.94 2.09 -0.58


[2]
C4H9FN2 | ωB97M-V/def2-TZVPD

LUMO level in eV: 1.083
Energy relative to the best compared isomer or geometry (same formula, charge and spin) in eV: 4.465
DFT total energy in eV: -9987.299
HOMO energy in eV: -8.733
Gap between HOMO and LUMO in hartree: 0.3608

Cartesian coordinates (Å):
C 1.95 -1.08 -0.03
N 1.73 0.19 -0.09
N 1.10 0.73 0.83
C -0.14 1.38 0.36
C -1.03 0.75 -0.71
C -1.32 -0.80 -0.37
F -1.66 -0.80 1.01
H 2.57 -1.74 -0.87
H 1.73 -1.90 0.76
H 0.75 0.07 1.69
H -0.89 1.54 1.18
H 0.15 2.25 -0.17
H -2.05 1.25 -0.74
H -0.29 0.87 -1.42
H -2.26 -1.38 -0.87
H -0.35 -1.32 -0.55


[3]
C20H62O17 | ωB97M-V/def2-TZVPD

LUMO level in eV: 0.043
DFT total energy in eV: -56544.765
HOMO energy in eV: -10.067
Gap between HOMO and LUMO in hartree: 0.3715

Cartesian coordinates (Å):
O 0.62 6.40 -2.05
C 0.58 6.10 -3.45
C 2.00 6.16 -4.02
O 2.04 6.09 -5.47
H 0.01 7.13 -1.90
H 0.12 5.11 -3.56
H 0.06 6.90 -3.97
H 2.64 5.35 -3.68
H 2.49 7.10 -3.76
H 1.43 6.76 -5.78
O 4.37 -1.77 -7.55
C 3.13 -1.03 -7.33
C 2.93 0.12 -8.32
O 2.68 -0.41 -9.61
H 5.13 -1.25 -7.28
H 2.31 -1.75 -7.29
H 3.25 -0.67 -6.31
H 3.88 0.65 -8.40
H 2.14 0.76 -7.92
H 3.27 -1.15 -9.71
O 5.60 -2.39 0.22
C 5.62 -2.67 -1.15
C 4.98 -4.04 -1.49
O 3.49 -3.90 -1.36
H 4.73 -2.04 0.44
H 5.08 -1.86 -1.65
H 6.64 -2.60 -1.51
H 5.32 -4.92 -0.93
H 5.27 -4.23 -2.53
H 3.05 -4.75 -1.31
O -5.33 -3.51 -6.97
C -4.16 -2.72 -7.01
C -4.34 -1.29 -6.60
O -5.49 -0.68 -7.15
H -5.09 -4.40 -7.25
H -3.42 -3.24 -6.40
H -3.73 -2.69 -8.01
H -3.47 -0.67 -6.81
H -4.43 -1.26 -5.51
H -6.02 -1.42 -7.47
O -0.05 -0.39 -1.47
C -0.70 0.05 -0.30
C 0.21 0.93 0.60
O 1.01 0.08 1.41
H 0.69 -0.91 -1.17
H -1.61 0.58 -0.57
H -0.96 -0.86 0.24
H -0.39 1.57 1.24
H 0.89 1.68 0.21
H 0.45 -0.16 2.14
O -7.75 6.55 2.51
C -6.39 6.03 2.34
C -6.03 5.96 0.86
O -6.72 5.08 0.04
H -8.31 5.91 2.07
H -5.71 6.64 2.94
H -6.35 5.02 2.76
H -4.99 5.72 0.62
H -6.18 6.96 0.46
H -6.44 5.16 -0.87
C -3.61 0.41 5.21
C -2.86 -0.48 6.22
O -1.62 -0.84 5.67
H -3.58 -0.06 4.22
H -3.14 1.34 4.88
H -4.66 0.59 5.43
H -3.38 -1.39 6.53
H -2.70 0.18 7.08
H -1.21 -1.47 6.27
C 2.63 -5.86 5.31
C 2.67 -5.52 6.79
O 1.37 -5.13 7.30
H 1.99 -6.71 5.09
H 3.60 -6.28 5.05
H 2.44 -5.04 4.61
H 3.44 -4.77 6.93
H 2.81 -6.33 7.51
H 0.78 -5.87 7.43
C -4.43 -4.79 0.68
C -4.06 -4.92 2.15
O -3.83 -6.30 2.51
H -5.31 -5.40 0.51
H -3.67 -5.07 -0.05
H -4.83 -3.81 0.39
H -4.81 -4.46 2.79
H -3.16 -4.34 2.36
H -3.56 -6.26 3.43
C 6.30 0.38 6.44
O 5.64 0.85 7.56
H 5.56 -0.04 5.75
H 6.98 1.12 6.01
H 6.96 -0.44 6.71
H 5.33 0.09 8.06
C 3.76 5.48 3.49
O 3.85 6.38 2.32
H 3.87 4.44 3.18
H 4.54 5.64 4.24
H 2.77 5.62 3.93
H 3.10 6.15 1.77


[4]
C10H25B2Cl2O7 | ωB97M-V/def2-TZVPD

LUMO level in eV: 2.542
DFT total energy in eV: -51505.874
HOMO energy in eV: -4.596
Net charge: -1
Gap between HOMO and LUMO in hartree: 0.2623

Cartesian coordinates (Å):
C 4.41 3.30 -0.45
C 3.62 3.03 -1.82
O 4.16 2.87 -2.92
O 2.21 3.02 -1.75
C 1.67 1.66 -1.97
C 2.39 0.53 -1.09
B 1.56 -0.90 -1.02
B 2.31 -2.01 0.01
O 2.43 -1.84 1.44
O 2.93 -3.22 -0.55
C -0.04 -0.73 -0.73
Cl -1.20 -1.57 -1.92
C -0.66 -0.04 0.33
C -2.23 0.12 0.56
Cl 0.38 0.79 1.61
H 5.42 3.75 -0.71
H 3.76 4.02 0.16
H 4.50 2.29 0.07
H 0.55 1.75 -1.77
H 1.82 1.39 -3.07
H 2.69 0.92 -0.05
H 3.38 0.30 -1.62
H 1.66 -1.38 -2.11
H 3.05 -1.11 1.66
H 3.75 -2.98 -1.02
H -2.85 -0.10 -0.36
H -2.60 -0.45 1.48
H -2.41 1.23 0.81
C -0.19 5.33 -3.09
O 1.11 5.62 -2.59
H -0.81 6.23 -2.99
H -0.12 5.05 -4.14
H -0.63 4.52 -2.51
H 1.64 4.82 -2.69
C -5.18 -2.79 2.17
O -4.71 -1.75 1.32
H -4.48 -2.91 3.00
H -6.17 -2.54 2.55
H -5.22 -3.73 1.60
H -5.34 -1.67 0.60
C -2.81 -5.35 3.63
O -3.23 -4.52 4.71
H -3.69 -5.69 3.09
H -2.17 -4.78 2.96
H -2.27 -6.22 4.02
H -2.43 -4.24 5.17